[1]
Below is a structure of composition C23H20N6O3Ru, with properties calculated with ωB97M-V/def2-TZVPD.

Geometry as XYZ:
```
53
Properties=species:S:1:pos:R:3:lowdin_spin:R:1
Ru 0.3649 1.5612 -0.0464 0.6704
O -3.4969 2.5793 -0.6054 0.0450
C -2.3008 2.4132 -0.6327 0.0204
N -1.5374 1.6564 0.2266 0.0812
C -2.0154 0.8262 1.2603 0.0085
C -3.3558 0.5538 1.5298 0.0084
C -3.6729 -0.2929 2.5775 0.0044
C -2.6732 -0.8601 3.3617 0.0149
C -1.3367 -0.5959 3.1134 -0.0003
C -0.9966 0.2479 2.0554 0.0154
N 0.3051 0.6275 1.6903 0.0258
C 1.4592 0.1326 2.2031 0.0098
O 1.6075 -0.6558 3.1188 0.0117
C 2.6691 0.6677 1.4626 0.0055
C 3.9385 0.3659 1.9159 -0.0009
C 5.0311 0.8610 1.2232 0.0065
C 4.8180 1.6439 0.0996 0.0006
C 3.5190 1.9030 -0.2942 0.0047
N 2.4613 1.4249 0.3666 0.0107
C -1.4511 3.0806 -1.6966 0.0021
C -2.0436 3.9315 -2.6077 -0.0004
C -1.2518 4.5229 -3.5799 0.0017
C 0.1034 4.2377 -3.6068 0.0011
C 0.6238 3.3764 -2.6575 0.0007
N -0.1313 2.8072 -1.7166 0.0062
H -4.1261 1.0048 0.9256 0.0003
H -4.7114 -0.5073 2.7906 0.0000
H -2.9402 -1.5088 4.1855 0.0008
H -0.5592 -1.0194 3.7284 -0.0004
H 4.0342 -0.2455 2.8019 -0.0002
H 6.0366 0.6415 1.5564 0.0004
H 5.6407 2.0508 -0.4704 0.0000
H 3.3099 2.5129 -1.1622 0.0000
H -3.1074 4.1065 -2.5331 -0.0001
H -1.6867 5.1950 -4.3071 0.0001
H 0.7569 4.6715 -4.3498 0.0001
H 1.6748 3.1218 -2.6518 -0.0001
N 0.3519 -0.2125 -0.8537 0.0056
C 0.0219 -1.3197 -0.7088 0.0169
N -0.3000 -2.5565 -0.5617 0.0185
C 0.1070 -3.2963 0.6555 0.0010
C 0.4917 -4.7054 0.2438 0.0004
O -0.5577 -5.3169 -0.4803 0.0001
C -0.8230 -4.6343 -1.6878 0.0005
C -1.3094 -3.2221 -1.4081 0.0010
H -0.7445 -3.3101 1.3391 0.0007
H 0.9332 -2.7716 1.1342 0.0000
H 0.6690 -5.3137 1.1282 0.0000
H 1.4068 -4.6844 -0.3615 0.0000
H -1.5948 -5.1947 -2.2115 0.0000
H 0.0785 -4.6031 -2.3127 0.0000
H -2.2556 -3.2473 -0.8634 0.0006
H -1.4344 -2.6516 -2.3264 0.0000
```

Output
* net charge: +1
* total energy: -1537.437045 hartree
* multiplicity: 2
* orbital gap (spin up / spin down): 6.661 / 6.267 eV
* energy relative to the best compared isomer or geometry (same formula, charge and spin): 0.036 eV

[2]
Below is a cluster of 2 separate species, C3H8FNO2S in total at a distorted geometry, with properties calculated with ωB97M-V/def2-TZVPD.

Geometry as XYZ:
```
16
Properties=species:S:1:pos:R:3:mulliken_charge:R:1
C -0.7019 0.1898 -2.2305 -0.8906
C -0.5735 0.2188 1.5384 -0.6237
C 0.6242 0.8750 -2.1202 0.2634
N 0.7062 2.1111 -1.9431 -0.3902
O 1.7397 -0.0741 2.4026 -0.4718
O 1.0705 -1.2829 0.2011 -0.5225
F 2.0362 2.5549 -1.8364 -0.1737
S 0.6839 -1.0896 1.5931 0.5362
H -0.6891 -0.4386 -3.1615 0.2940
H -0.9762 -0.6607 -1.4422 0.1774
H -1.4939 0.9012 -2.1121 0.3644
H -1.0500 0.2831 0.6132 0.1473
H -1.4374 0.2258 2.3422 0.3122
H -0.0265 1.1358 1.7167 0.2699
H 1.5435 0.2772 -2.1793 0.3796
H 2.5716 -0.5968 2.2933 0.3281
```

Output
* net charge: 0
* total energy: -822.266174 hartree
* multiplicity: 1
* orbital gap: 10.372 eV
* energy relative to the best compared isomer or geometry (same formula, charge and spin): 3.468 eV

[3]
Below is a structure of composition C8H12N2OS at a distorted geometry, with properties calculated with ωB97M-V/def2-TZVPD.

Geometry as XYZ:
```
24
Properties=species:S:1:pos:R:3:mulliken_charge:R:1
C 0.6799 3.8967 0.5056 -1.0394
C 0.4063 2.5696 -0.3015 0.3262
C 0.0126 2.7888 -1.5864 -0.3932
C 0.0802 0.4931 -0.7634 0.3823
C -1.0332 -1.7591 -0.7633 -0.5122
C -1.2527 -2.9366 0.1032 -0.4036
C 1.0321 -2.4580 1.0215 -0.4730
C 0.4355 -1.0699 1.1698 -0.5011
H 0.3549 4.8870 0.0559 0.3236
H 1.9979 4.1277 0.1615 0.1994
H 0.5023 3.9741 1.7569 0.2378
H -0.4056 3.8243 -2.0843 0.2478
H -2.1878 -1.2941 -0.9862 0.2920
H -0.8046 -2.2296 -1.9514 0.2451
H -2.3127 -2.9827 0.7829 0.2180
H -1.2242 -3.8146 -0.6720 0.2716
H 1.6355 -2.3723 -0.1080 0.2106
H 1.5349 -2.7163 1.8558 0.4315
H -0.3650 -1.0328 1.8581 0.3861
H 1.0434 -0.1361 1.4188 0.4155
N 0.6741 1.2754 0.1979 -0.4725
N -0.0864 -0.7359 -0.2773 0.1401
O -0.1830 -3.4747 0.7902 -0.3822
S -0.5344 1.1761 -2.1845 -0.1504
```

Output
* net charge: 0
* total energy: -894.722092 hartree
* multiplicity: 1
* orbital gap: 8.423 eV
* energy relative to the best compared isomer or geometry (same formula, charge and spin): 7.725 eV

[4]
Below is the ion CH4NO2S2 with charge -1 at a distorted geometry, with properties calculated with ωB97M-V/def2-TZVPD.

Geometry as XYZ:
```
10
Properties=species:S:1:pos:R:3:mulliken_charge:R:1
C 0.8179 0.5159 -0.2849 -0.6777
N -2.2428 0.1539 0.7549 -0.7528
O -0.5090 -1.6972 0.6228 -0.4364
O -1.4559 -0.8716 -1.4396 -0.6585
S 2.0406 -0.6966 -0.1655 -0.5619
S -1.0155 -0.3604 -0.1288 1.0126
H 0.6245 0.8812 -1.2132 0.3141
H 0.5494 1.0102 0.6342 0.3191
H -1.9084 0.3301 1.6058 0.1862
H 0.4385 -1.5957 0.7725 0.2553
```

Output
* net charge: -1
* total energy: -1042.083963 hartree
* multiplicity: 1
* orbital gap: 7.540 eV
* energy relative to the best compared isomer or geometry (same formula, charge and spin): 3.361 eV

[5]
Below is the molecule C6H7NS at a distorted geometry, with properties calculated with ωB97M-V/def2-TZVPD.

Geometry as XYZ:
```
15
Properties=species:S:1:pos:R:3:lowdin_spin:R:1
C -0.8985 -2.6550 -0.7595 0.0823
C -1.0733 -0.6013 0.5912 0.6347
C -0.3964 -1.5062 -0.1129 0.4507
C -0.1251 0.3783 1.1967 0.0954
C 1.0170 0.6073 0.2664 0.0345
C 0.5161 1.4823 -1.0080 0.0330
N -1.5798 -3.4953 -1.2078 0.2283
S 1.3361 -1.0511 -0.3984 0.3522
H -2.1017 -0.6660 0.8458 0.0340
H -0.4351 1.4205 1.4338 0.0037
H 0.2835 -0.0979 2.1334 0.0394
H 1.9571 1.1361 0.7303 0.0000
H -0.4742 1.1968 -1.4425 0.0078
H 1.3988 1.3628 -1.7152 0.0025
H 0.5754 2.4888 -0.5534 0.0016
```

Output
* net charge: 0
* total energy: -685.596683 hartree
* multiplicity: 3
* orbital gap (spin up / spin down): 6.319 / 7.210 eV
* energy relative to the best compared isomer or geometry (same formula, charge and spin): 0.000 eV

[6]
Below is a cluster of 2 separate species, C6H13N2O in total at a distorted geometry, with properties calculated with ωB97M-V/def2-TZVPD.

Geometry as XYZ:
```
22
Properties=species:S:1:pos:R:3:lowdin_spin:R:1
C -2.2801 0.1895 -0.0228 0.5405
C 1.8198 0.7579 -0.9497 0.0186
C 0.8047 -0.3826 -1.1092 0.0787
C 1.1803 1.6500 0.1099 0.0098
C 0.2429 -0.5518 0.2767 0.6502
C 0.4099 -1.8017 1.0582 0.0885
N -3.2265 -0.4754 -0.5947 0.1088
N 0.3804 0.7128 0.9676 0.0692
O -2.1354 1.2148 0.5992 0.2830
H 2.7764 0.3659 -0.6071 0.0007
H 1.9853 1.2957 -1.8790 0.0014
H 0.0404 -0.0899 -1.8308 0.0287
H 1.2637 -1.3000 -1.4716 0.0046
H 1.9105 2.1870 0.7100 0.0008
H 0.4989 2.3666 -0.3457 0.0000
H 1.4721 -2.0270 1.1952 0.0345
H -0.0355 -2.6432 0.5319 0.0093
H -0.0486 -1.7292 2.0427 0.0043
H -3.0428 -1.3543 -1.0529 0.0091
H -4.1899 -0.1384 -0.6064 0.0277
H 0.7777 0.6015 1.9045 0.0081
H -0.6042 1.1518 1.0739 0.0237
```

Output
* net charge: +1
* total energy: -420.826617 hartree
* multiplicity: 3
* orbital gap (spin up / spin down): 8.372 / 10.348 eV
* energy relative to the best compared isomer or geometry (same formula, charge and spin): 0.000 eV

[7]
Below is the molecule C4H9NO2, with properties calculated with ωB97M-V/def2-TZVPD.

Geometry as XYZ:
```
16
Properties=species:S:1:pos:R:3:mulliken_charge:R:1
N 1.2446 0.5245 1.3725 -0.3248
C 1.1719 -0.8089 1.0952 0.3813
O 1.6965 -1.6558 1.7995 -0.6384
C 0.3765 -1.1850 -0.1532 -0.5705
C -1.0410 -0.6013 -0.2900 -0.4905
C -1.1644 0.8579 -0.7890 -0.4226
O 0.1230 1.4089 -1.0660 -0.5743
H 1.8778 0.7960 2.1098 0.2256
H 1.0370 1.1834 0.6320 0.2475
H 0.9699 -0.9267 -1.0371 0.3056
H 0.3025 -2.2746 -0.1146 0.3021
H -1.5759 -1.2460 -0.9951 0.3252
H -1.5631 -0.7046 0.6667 0.3143
H -1.7638 0.8808 -1.7091 0.3601
H -1.6870 1.4779 -0.0457 0.2746
H -0.0046 2.2734 -1.4761 0.2850
```

Output
* net charge: 0
* total energy: -363.059380 hartree
* multiplicity: 1
* orbital gap: 9.874 eV
* energy relative to the best compared isomer or geometry (same formula, charge and spin): 0.712 eV

[8]
Below is a cluster of 2 separate species, C2H7O2 in total, with properties calculated with ωB97M-V/def2-TZVPD.

Geometry as XYZ:
```
11
Properties=species:S:1:pos:R:3:mulliken_charge:R:1
C 0.0562 -0.3204 1.2289 -0.1760
O 0.5540 -0.8957 0.1115 -0.8804
C -1.0303 0.7338 0.9583 -1.1561
H 0.8345 0.1666 1.8573 0.1802
H -0.4191 -1.0564 1.9212 0.2162
H -1.8202 0.2438 0.3863 0.2427
H -0.6327 1.5160 0.3158 0.2947
H -1.3985 1.2254 1.8682 0.3775
H 0.4447 -0.0757 -1.1827 0.4286
H 0.4815 -0.2707 -2.7376 0.2369
O 0.4722 0.4388 -2.0907 -0.7645
```

Output
* net charge: -1
* total energy: -230.882563 hartree
* multiplicity: 1
* orbital gap: 7.664 eV
* energy relative to the best compared isomer or geometry (same formula, charge and spin): 0.057 eV

[9]
Below is a cluster of 2 separate species, C2H6NOPS2 in total at a distorted geometry, with properties calculated with ωB97M-V/def2-TZVPD.

Geometry as XYZ:
```
13
Properties=species:S:1:pos:R:3:lowdin_spin:R:1
C 0.7366 -0.5594 -0.6099 0.0121
C 1.3387 -0.4788 0.8100 0.0046
N 0.7286 0.9164 -1.0299 0.1887
O 1.2653 0.9064 1.2576 0.1522
P 0.6938 1.9813 0.2052 0.6057
S -3.1056 -1.1447 -0.6508 0.6795
S -2.7625 0.2757 0.7327 0.3351
H 1.3248 -0.9903 -1.3132 -0.0003
H -0.3673 -0.8125 -0.6372 0.0059
H 0.9370 -1.2454 1.5539 0.0025
H 2.4313 -0.6682 1.0442 0.0013
H 0.7293 0.9733 -2.0351 0.0036
H -3.9500 0.8462 0.6723 0.0090
```

Output
* net charge: 0
* total energy: -1347.443565 hartree
* multiplicity: 3
* orbital gap (spin up / spin down): 6.353 / 7.312 eV

[10]
Below is a cluster of 2 separate species, C15H17F3N4O7S in total at a distorted geometry, with properties calculated with ωB97M-V/def2-TZVPD.

Geometry as XYZ:
```
47
Properties=species:S:1:pos:R:3:mulliken_charge:R:1
C 0.3426 0.9875 -2.2428 -1.5769
C 0.3200 1.1831 -0.7633 1.4221
C 1.4600 1.9967 -0.1870 -1.7222
C -0.9236 1.1128 -0.0962 -1.0745
N -1.6587 2.1979 0.2357 0.3911
C -2.8502 1.9675 1.0729 -0.4168
C -3.3301 3.2702 1.6931 -0.6920
O -3.4168 4.3142 0.7193 -0.3521
C -2.1518 4.6261 0.1368 -0.7604
C -1.5298 3.4270 -0.5663 -0.1952
H 1.3387 0.6925 -2.5879 0.3113
H -0.3886 0.2268 -2.5473 0.3643
H 0.0759 1.9209 -2.7664 0.3898
H 2.3802 1.4132 -0.0725 0.3272
H 1.7128 2.8341 -0.8508 0.4695
H 1.2011 2.3925 0.8050 0.3396
H -1.3561 0.1546 0.2077 0.6095
H -3.6710 1.5317 0.4746 0.3063
H -2.5683 1.2589 1.8610 0.4174
H -4.3626 3.1578 2.0516 0.3303
H -2.6539 3.5426 2.5284 0.3330
H -2.3844 5.4034 -0.6047 0.3234
H -1.4381 5.0113 0.8929 0.3345
H -0.4655 3.6153 -0.7510 0.2278
H -2.0258 3.3024 -1.5506 0.2665
O 0.0699 -1.9544 3.2294 -0.6334
S 1.2576 -1.7127 2.4462 1.2102
O 1.9811 -0.4609 2.4832 -0.6190
C 2.5027 -3.0731 2.9122 0.7097
F 2.9177 -2.8718 4.1734 -0.1960
F 1.9075 -4.2846 2.8219 -0.2120
F 3.5684 -3.0419 2.0798 -0.2167
C 0.8700 -2.0852 0.7195 -0.2507
C 1.3950 -1.2599 -0.2891 0.0755
C 1.5411 -1.8618 -1.5415 -0.3837
N 2.5525 -1.6320 -2.4726 0.8536
O 3.3662 -0.7331 -2.6302 -0.6839
O 2.5850 -2.7914 -3.2954 -0.1882
N 1.5932 -3.6816 -2.9459 -0.4418
C 0.9797 -3.1112 -1.8729 0.6570
C 0.1497 -3.7660 -0.8823 -0.8158
N -0.6673 -4.9318 -1.1525 0.9048
O -0.8667 -5.3090 -2.3224 -0.5661
O -1.1761 -5.5133 -0.1637 -0.6027
C 0.1761 -3.2703 0.4285 -0.3489
H 1.9904 -0.3937 -0.0390 0.7441
H -0.3498 -3.8012 1.2212 0.6307
```

Output
* net charge: 0
* total energy: -2024.857438 hartree
* multiplicity: 1
* orbital gap: 5.166 eV

[11]
Below is a cluster of 3 separate species, C3H10NPS2 in total at a distorted geometry, with properties calculated with ωB97M-V/def2-TZVPD.

Geometry as XYZ:
```
17
Properties=species:S:1:pos:R:3:mulliken_charge:R:1
C 0.1577 -3.6621 1.6407 -0.4308
C -0.3078 1.9179 -2.5813 -0.7003
C -0.9891 -3.2358 2.1903 -0.4552
N 1.7889 2.8281 0.2126 -0.6280
P -1.6662 0.2230 -0.2537 0.2738
S 0.1185 -0.5545 -0.6142 -0.3125
S -1.8927 1.6990 -1.7030 -0.0765
H 0.3613 -4.6849 1.2995 0.2528
H 2.2039 2.9503 1.1177 0.2185
H 1.0413 -2.9955 1.8025 0.1934
H -0.1713 0.9899 -3.0168 0.3593
H 0.5153 2.0625 -1.8359 0.1999
H -0.3919 2.7651 -3.2153 0.2993
H -1.1494 -2.2730 2.7337 0.2390
H -1.8597 -3.9164 2.1685 0.2043
H 1.3291 3.6458 -0.2201 0.2227
H 0.9123 2.2405 0.2748 0.1404
```

Output
* net charge: 0
* total energy: -1312.741077 hartree
* multiplicity: 1
* orbital gap: 7.646 eV
* energy relative to the best compared isomer or geometry (same formula, charge and spin): 1.944 eV

[12]
Below is a structure of composition C36H32BaN3O5S5 at a distorted geometry, with properties calculated with ωB97M-V/def2-TZVPD.

Geometry as XYZ:
```
82
Properties=species:S:1:pos:R:3:mulliken_charge:R:1
Ba -0.2825 0.0977 -0.1965 0.3138
C 2.6445 1.9745 -2.0561 -1.2687
N 1.5213 1.1972 -2.5797 1.0450
C 0.5762 2.1100 -3.2215 -1.5606
C -0.6984 1.5076 -3.8042 -0.9194
N -1.6326 0.9407 -2.8345 1.5421
C -2.3294 1.9630 -2.0565 -0.9058
C -2.5870 0.0632 -3.4897 -0.9495
C -3.4806 0.6208 -4.4012 -0.1951
C -4.4249 -0.1431 -5.0632 -0.8967
C -4.4674 -1.5097 -4.8016 -0.6010
C -3.5822 -2.0718 -3.9040 -0.6185
C -2.6087 -1.3164 -3.2140 0.6313
S -1.5394 -2.1277 -2.1078 -0.1462
C 1.9979 0.0918 -3.3723 0.3019
C 1.9628 0.1563 -4.7649 -0.4526
C 2.3893 -0.8939 -5.5610 -0.9803
C 2.8884 -2.0350 -4.9515 -0.6182
C 2.9799 -2.0886 -3.5732 -0.7154
C 2.5632 -1.0392 -2.7414 0.3285
S 2.8299 -1.1923 -1.0116 -0.3900
H 3.1926 2.4729 -2.8713 0.3162
H 3.3208 1.3114 -1.5190 0.2558
H 2.2743 2.7370 -1.3674 0.3587
H 1.0630 2.6808 -4.0313 0.2859
H 0.3101 2.8566 -2.4662 0.7046
H -0.4539 0.7163 -4.5087 0.6900
H -1.1803 2.3183 -4.3788 0.1719
H -2.8657 2.6889 -2.6861 0.3698
H -1.6256 2.5298 -1.4385 0.2939
H -3.0404 1.4833 -1.3840 0.0679
H -3.4380 1.6881 -4.5923 0.2257
H -5.1115 0.3162 -5.7633 0.3787
H -5.1953 -2.1385 -5.3025 0.3399
H -3.6132 -3.1351 -3.7014 0.3706
H 1.5852 1.0481 -5.2482 0.3179
H 2.3227 -0.8190 -6.6393 0.3754
H 3.2095 -2.8814 -5.5471 0.3424
H 3.3848 -2.9689 -3.0905 0.3889
O 1.6266 -3.7048 1.7488 -0.5233
C 1.1486 -2.4646 1.5951 0.1913
O 0.0442 -2.2405 1.1759 -0.2848
C 2.1169 -1.4180 2.0640 -0.0213
C 3.2925 -1.7545 2.7236 -0.7490
C 4.1353 -0.7326 3.1179 -0.8667
C 3.7802 0.5773 2.8493 -0.7917
C 2.5734 0.8209 2.2018 0.5859
N 1.7655 -0.1611 1.8331 0.7052
C 2.1115 2.2001 1.8160 0.4441
O 2.7211 3.2351 2.4301 -0.4867
O 1.2651 2.4222 0.9971 -0.3073
H 0.9686 -4.2982 1.3554 0.4165
H 3.5427 -2.7911 2.8889 0.5961
H 5.0707 -0.9544 3.6135 0.4225
H 4.4665 1.3727 3.1112 0.3540
H 3.2915 2.9277 3.1427 0.2864
O -2.2282 0.6393 1.0554 0.2092
C -3.3476 0.4661 1.8102 2.5926
C -3.6097 1.7028 2.6735 -0.8853
C -3.0674 2.9348 2.4866 -0.7728
C -3.4994 3.8876 3.4529 -0.5695
C -4.3523 3.3518 4.3671 -0.6079
S -4.6712 1.7004 4.0325 -0.0291
C -4.5323 0.2135 0.8664 -0.5847
C -4.4792 -0.5913 -0.2326 -0.0841
C -5.6808 -0.5767 -0.9930 -0.7759
C -6.6323 0.2294 -0.4471 -0.5001
S -6.0430 1.0390 0.9453 -0.2326
C -3.1696 -0.7395 2.7360 -0.4111
C -3.9240 -1.8582 2.8997 -0.3129
C -3.3755 -2.7680 3.8522 -0.7296
C -2.2143 -2.3153 4.3939 -0.5326
S -1.7714 -0.7901 3.7453 -0.0798
H -2.3707 3.1238 1.6832 0.4725
H -3.1739 4.9184 3.4762 0.3970
H -4.8174 3.8391 5.2090 0.4430
H -3.5963 -1.1579 -0.5077 0.5836
H -5.8163 -1.1404 -1.9061 0.3852
H -7.6298 0.4222 -0.8084 0.4360
H -4.8353 -2.0292 2.3451 0.5755
H -3.8258 -3.7161 4.1114 0.3909
H -1.5924 -2.8012 5.1290 0.4526
```

Output
* net charge: -1
* total energy: -3948.145332 hartree
* multiplicity: 1
* orbital gap: 5.160 eV
* energy relative to the best compared isomer or geometry (same formula, charge and spin): 0.898 eV